(1)
This record from the Open Molecules 2025 dataset describes an isolated molecule of C3H8N2O at a distorted geometry. The level of theory is ωB97M-V with the def2-TZVPD basis set.

Values from the calculation:
E, eV: -8266.209
Lowest unoccupied orbital energy, eV: 0.9
Frontier orbital gap, Ha: 0.332

ORCA input file:
```
! RIJCOSX wB97M-V def2-TZVPD def2/J DEFGRID3
* xyz 0 1
C 0.66892 0.65787 0.78531
C 1.78205 1.14832 -0.09338
C -0.50667 0.02273 0.15348
N -1.70253 -1.84317 -0.29407
O -1.10542 0.57598 -0.93751
N -0.88493 -1.16773 0.57194
H -1.90725 0.04956 -1.10023
H -2.16866 -2.58970 0.22434
H -1.14952 -2.32831 -1.00846
H 0.96788 0.21193 1.73332
H -0.25927 1.45426 0.92990
H 1.43219 1.53808 -1.05312
H 2.47533 0.32646 -0.30434
H 2.35788 1.94373 0.39283
*
```


(2)
This record from the Open Molecules 2025 dataset describes an isolated molecule of C3H8N2O. The level of theory is ωB97M-V with the def2-TZVPD basis set.

Values from the calculation:
E, eV: -8266.023
Lowest unoccupied orbital energy, eV: 0.7
Frontier orbital gap, Ha: 0.278

ORCA input file:
```
! RIJCOSX wB97M-V def2-TZVPD def2/J DEFGRID3
* xyz 0 1
C -1.05304 -0.49919 1.15557
N -0.47987 -0.19447 -0.21506
C -1.00988 1.09389 -0.74200
C 1.00750 -0.26090 -0.56891
O 1.37096 0.03118 -1.68437
N 1.74857 -0.69984 0.44882
H -0.56304 -1.42486 1.49194
H -0.77305 0.33888 1.80793
H -0.88845 -0.91253 -0.81353
H -0.69521 1.21932 -1.77809
H -2.09174 1.05156 -0.63351
H -0.61317 1.90598 -0.12906
H 2.74274 -0.79687 0.31674
H 1.29768 -0.85215 1.34353
*
```


(3)
This record from the Open Molecules 2025 dataset describes an isolated molecule of C3H8N2O at a distorted geometry. The level of theory is ωB97M-V with the def2-TZVPD basis set.

Values from the calculation:
E, eV: -8265.539
Lowest unoccupied orbital energy (spin up / spin down), eV: -0.2 / -0.2
Frontier orbital gap (spin up / spin down), Ha: 0.313 / 0.313

ORCA input file:
```
! RIJCOSX wB97M-V def2-TZVPD def2/J DEFGRID3
* xyz 0 1
C -0.61147 -0.33467 -0.48795
C -0.08189 -0.47395 -1.85798
C -0.00358 0.42533 0.61836
N 1.31724 -0.20913 0.70378
N -0.68098 0.23288 1.90125
O -0.12839 1.56592 -0.05305
H -1.52717 -0.88954 -0.27571
H 1.61110 -0.50246 1.62853
H 2.02254 0.28459 0.17278
H -0.31340 0.94219 2.53078
H -1.66515 0.45836 1.78851
H 0.89099 0.00084 -1.96137
H -0.05702 -1.52318 -2.15678
H -0.77284 0.02282 -2.55115
*
```


(4)
This record from the Open Molecules 2025 dataset describes an isolated molecule of C3H8N2O at a distorted geometry. The level of theory is ωB97M-V with the def2-TZVPD basis set.

Values from the calculation:
E, eV: -8268.733
Lowest unoccupied orbital energy, eV: 1.0
Frontier orbital gap, Ha: 0.376

ORCA input file:
```
! RIJCOSX wB97M-V def2-TZVPD def2/J DEFGRID3
* xyz 0 1
N 1.43508 0.29000 0.97900
C 0.50456 0.58401 -0.12014
C 1.06823 0.26057 -1.48635
C -0.83990 -0.09738 0.14631
N -0.78122 -1.45498 0.27431
O -1.86201 0.52950 0.28398
H 2.37465 0.17258 0.64758
H 1.30481 0.98060 1.68773
H 0.27580 1.65669 -0.11298
H 1.20999 -0.82208 -1.59138
H 0.37536 0.48910 -2.30091
H 1.97409 0.80414 -1.75040
H -1.42724 -1.88889 0.90749
H 0.06459 -1.92650 -0.00531
*
```